Below is a structure of composition C29H40FeGe2N4O2, with properties calculated with wB97M-V/def2-TZVPD.

Geometry as XYZ:
```
78
Properties=species:S:1:pos:R:3:mulliken_spin:R:1
Fe -0.80 1.54 0.94 3.836
C -1.30 1.24 -5.10 0.007
C -1.44 1.53 -3.60 0.000
Ge -1.56 -0.13 -2.60 0.269
C -3.19 -1.22 -2.62 0.014
C -3.13 -2.32 -3.68 0.003
C -0.10 -1.38 -3.08 0.047
C 0.99 -1.59 -2.32 0.045
Ge 0.85 -0.42 -0.79 0.311
C 2.02 1.17 -0.61 0.108
C 3.49 0.87 -0.29 0.032
C 0.38 -1.29 0.93 0.071
C 1.47 -2.20 1.50 0.059
C 2.06 -2.58 -2.59 -0.065
C 1.95 -3.52 -3.61 0.002
C 2.96 -4.43 -3.85 0.002
C 4.11 -4.42 -3.07 0.000
C 4.23 -3.49 -2.04 0.006
C 3.21 -2.59 -1.81 0.049
H -1.20 2.17 -5.66 0.000
H -2.18 0.72 -5.50 -0.001
H -0.42 0.63 -5.32 0.000
H -2.34 2.10 -3.38 0.002
H -0.58 2.09 -3.23 0.004
H -4.04 -0.56 -2.77 0.000
H -3.30 -1.66 -1.62 -0.003
H -3.03 -1.91 -4.69 0.000
H -4.06 -2.90 -3.67 0.000
H -2.31 -3.01 -3.51 0.000
H -0.25 -1.94 -4.00 0.036
H 1.61 1.82 0.17 -0.009
H 1.93 1.73 -1.54 0.003
H 3.61 0.30 0.63 -0.007
H 4.05 1.80 -0.18 0.003
H 3.96 0.31 -1.10 0.005
H -0.53 -1.86 0.74 0.011
H 0.12 -0.56 1.70 -0.021
H 1.71 -3.01 0.80 -0.008
H 1.14 -2.66 2.43 0.007
H 2.39 -1.65 1.71 -0.008
H 1.06 -3.55 -4.22 0.004
H 2.86 -5.15 -4.65 0.000
H 4.90 -5.13 -3.26 0.000
H 5.12 -3.48 -1.42 0.000
H 3.32 -1.87 -0.99 0.021
N -2.75 0.94 1.81 0.060
N -3.64 1.16 0.75 -0.008
C -3.21 1.15 -0.55 -0.001
O -3.95 1.43 -1.46 0.005
O -1.92 0.78 -0.69 -0.073
H -2.90 0.03 2.23 0.002
H -2.88 1.66 2.51 -0.002
H -4.61 1.35 0.93 0.001
C 1.47 1.46 3.24 0.037
N 0.44 2.17 2.50 0.001
C 0.13 3.38 2.84 0.044
C -0.84 4.10 2.10 0.005
C -1.45 5.34 2.29 0.019
C -2.37 5.48 1.25 0.012
C -2.28 4.32 0.47 0.001
N -1.36 3.48 0.98 0.062
C 0.94 0.35 4.12 0.001
C -0.41 0.22 4.42 0.002
C -0.86 -0.81 5.22 0.002
C 0.04 -1.72 5.75 -0.001
C 1.40 -1.58 5.48 0.000
C 1.84 -0.55 4.67 0.002
H 2.04 2.17 3.85 0.001
H 2.18 1.04 2.52 -0.006
H 0.62 3.85 3.69 0.001
H -1.24 6.04 3.08 0.001
H -3.01 6.32 1.05 0.002
H -2.82 4.09 -0.44 -0.001
H -1.12 0.95 4.04 -0.001
H -1.92 -0.90 5.45 0.000
H -0.31 -2.53 6.39 0.000
H 2.11 -2.28 5.90 0.000
H 2.90 -0.46 4.45 0.000
```

Computed properties:
- Kohn-Sham gap (spin up / spin down) (eV) = 7.93 / 6.80
- electronic energy (a.u.) = -6915.8499
- HOMO (spin up / spin down) (eV) = -10.161 / -10.618
- maximum force (Eh/bohr) = 0.008
- spin multiplicity = 6
- net charge = +1

=====

Below is a structure of composition C29H40N5NdO6S2Si at a distorted geometry, with properties calculated with wB97M-V/def2-TZVPD.

Geometry as XYZ:
```
84
Properties=species:S:1:pos:R:3:mulliken_spin:R:1
Nd 0.29 0.04 -0.18 3.034
O 1.71 0.16 -4.05 0.001
C 1.11 0.64 -3.10 0.001
O 0.06 0.14 -2.50 -0.002
C 1.61 1.91 -2.43 0.000
C 2.36 2.91 -2.99 0.000
C 2.72 4.02 -2.19 0.000
C 2.32 4.06 -0.85 0.000
C 1.59 3.01 -0.34 0.001
N 1.24 1.96 -1.12 -0.011
C 1.09 2.87 1.10 -0.002
O 1.19 3.82 1.86 0.000
O 0.60 1.70 1.36 -0.003
H 2.65 2.83 -4.03 0.000
H 3.30 4.83 -2.61 0.000
H 2.57 4.88 -0.19 0.000
C -1.54 -4.00 2.51 0.000
Si -1.28 -2.33 1.64 -0.002
C -2.29 -1.01 2.53 0.000
C -1.90 -2.52 -0.16 0.003
N 0.35 -1.80 1.39 -0.013
C 1.35 -1.73 2.28 -0.006
C 1.31 -2.30 3.57 -0.001
C 2.41 -2.31 4.39 0.000
C 3.62 -1.77 3.95 0.000
C 3.70 -1.16 2.71 0.000
C 2.59 -1.11 1.90 0.005
O 2.63 -0.51 0.65 -0.003
C 3.52 0.57 0.50 0.000
C 3.69 1.54 1.48 -0.001
C 4.57 2.58 1.26 0.000
C 5.29 2.66 0.07 0.000
C 5.10 1.69 -0.91 0.000
C 4.22 0.65 -0.70 0.000
H -2.46 -4.48 2.16 0.000
H -1.63 -3.88 3.59 0.000
H -0.71 -4.69 2.32 0.000
H -3.36 -1.19 2.44 0.000
H -2.05 -0.03 2.12 0.000
H -2.04 -0.98 3.60 0.000
H -1.73 -3.53 -0.55 0.000
H -1.39 -1.83 -0.85 -0.002
H -2.97 -2.33 -0.22 0.000
H 0.38 -2.75 3.91 0.000
H 2.33 -2.76 5.38 0.000
H 4.50 -1.81 4.58 0.000
H 4.63 -0.72 2.37 0.000
H 3.12 1.49 2.40 0.000
H 4.68 3.35 2.01 0.000
H 5.98 3.48 -0.09 0.000
H 5.63 1.76 -1.85 0.000
H 4.06 -0.10 -1.46 -0.001
N 1.36 -2.10 -1.63 0.000
N 1.24 -3.36 -0.99 0.000
C 0.69 -4.42 -1.64 0.000
N 0.39 -5.47 -0.83 0.000
S 0.37 -4.45 -3.26 0.000
H 0.82 -2.16 -2.50 0.000
H 2.32 -2.02 -1.95 0.000
H 1.05 -3.25 -0.01 0.000
H 0.76 -5.51 0.11 0.000
H 0.18 -6.35 -1.28 0.000
C -5.95 0.31 1.09 0.000
C -4.99 1.50 1.09 0.000
C -4.36 1.75 -0.28 0.000
S -3.26 0.37 -0.73 -0.001
O -1.91 0.78 -0.19 -0.001
C -3.11 0.65 -2.53 0.001
C -2.65 2.06 -2.92 0.000
C -3.79 3.01 -3.33 0.000
H -6.48 0.23 2.04 0.000
H -5.42 -0.62 0.91 0.000
H -6.70 0.43 0.30 0.000
H -4.20 1.35 1.83 0.000
H -5.53 2.41 1.38 0.000
H -3.72 2.63 -0.28 0.000
H -5.13 1.82 -1.05 0.000
H -4.07 0.37 -2.97 0.000
H -2.35 -0.07 -2.81 0.000
H -1.95 1.95 -3.74 0.000
H -2.07 2.48 -2.09 0.000
H -4.59 2.46 -3.83 0.000
H -3.42 3.76 -4.03 0.000
H -4.22 3.54 -2.49 0.000
```

Computed properties:
- Kohn-Sham gap (spin up / spin down) (eV) = 6.94 / 6.96
- electronic energy (a.u.) = -3501.8136
- HOMO (spin up / spin down) (eV) = -7.094 / -7.098
- maximum force (Eh/bohr) = 0.053
- spin multiplicity = 4
- net charge = 0

=====

Below is a structure of composition C29H41AuN4O4STe at a distorted geometry, with properties calculated with wB97M-V/def2-TZVPD.

Geometry as XYZ:
```
81
Properties=species:S:1:pos:R:3:mulliken_spin:R:1
Au -0.63 1.68 1.16 0.384
C -4.48 2.12 -2.55 0.000
N -3.51 1.23 -1.94 0.002
C -2.91 0.24 -2.82 0.001
C -3.14 1.29 -0.65 -0.002
O -2.33 0.49 -0.17 0.029
C -3.73 2.39 0.22 0.004
O -3.21 2.15 1.50 -0.004
C -3.36 3.12 2.49 -0.003
C -2.30 2.78 3.53 -0.005
O -1.30 2.13 3.21 0.071
N -2.48 3.20 4.78 0.003
C -1.51 2.84 5.82 -0.001
C -3.64 3.96 5.21 0.001
H -4.02 2.61 -3.42 0.000
H -4.81 2.89 -1.87 0.000
H -5.35 1.56 -2.89 0.000
H -2.44 0.74 -3.67 0.000
H -3.67 -0.44 -3.19 0.000
H -2.16 -0.32 -2.26 0.000
H -4.82 2.34 0.23 0.000
H -3.40 3.37 -0.16 0.000
H -4.37 3.09 2.92 0.000
H -3.17 4.13 2.10 0.001
H -0.74 2.20 5.40 0.000
H -2.03 2.31 6.62 0.000
H -1.05 3.74 6.22 0.000
H -3.94 4.69 4.45 0.000
H -3.37 4.52 6.10 0.000
H -4.49 3.31 5.44 0.000
S 1.36 2.86 1.90 0.328
C 1.68 1.91 3.26 -0.053
N 1.92 1.25 4.18 0.078
C 0.82 2.43 -2.85 0.005
C 0.13 2.27 -1.52 0.001
O -0.71 3.09 -1.17 0.002
N 0.33 1.18 -0.70 0.103
Te 1.97 0.04 -0.12 0.044
C 3.44 -1.04 -1.23 0.009
C 3.87 -0.75 -2.51 -0.003
C 3.41 0.42 -3.30 0.005
C 4.80 -1.61 -3.10 0.001
C 5.31 -2.71 -2.42 0.001
C 6.32 -3.63 -3.05 0.000
C 4.87 -2.93 -1.12 0.001
C 3.95 -2.11 -0.48 0.002
C 3.57 -2.40 0.95 0.000
C 0.63 -1.57 0.00 0.001
C 0.17 -2.17 -1.18 -0.011
C 0.63 -1.78 -2.56 0.010
C -0.75 -3.20 -1.07 0.005
C -1.22 -3.64 0.16 -0.001
C -2.23 -4.75 0.26 0.000
C -0.75 -3.01 1.31 0.005
C 0.17 -1.97 1.26 -0.008
C 0.59 -1.33 2.56 -0.008
H 0.26 3.14 -3.45 0.000
H 0.91 1.49 -3.38 -0.003
H 1.82 2.84 -2.70 0.000
H 2.83 1.10 -2.69 -0.002
H 2.80 0.12 -4.15 0.000
H 4.26 0.99 -3.69 0.000
H 5.14 -1.41 -4.11 0.000
H 6.54 -3.33 -4.07 0.000
H 5.96 -4.66 -3.06 0.000
H 7.25 -3.61 -2.48 0.000
H 5.28 -3.77 -0.56 0.001
H 4.26 -3.12 1.38 0.000
H 2.57 -2.83 1.01 0.000
H 3.60 -1.50 1.57 -0.001
H 0.84 -0.72 -2.65 -0.003
H -0.15 -2.02 -3.29 0.000
H 1.53 -2.32 -2.84 0.000
H -1.10 -3.69 -1.97 0.000
H -2.40 -5.22 -0.71 0.000
H -3.18 -4.38 0.63 0.000
H -1.89 -5.52 0.95 0.000
H -1.12 -3.33 2.28 0.000
H 0.64 -2.08 3.35 -0.001
H -0.13 -0.57 2.87 0.008
H 1.56 -0.84 2.52 0.003
```

Computed properties:
- Kohn-Sham gap (spin up / spin down) (eV) = 6.86 / 6.95
- electronic energy (a.u.) = -2451.2517
- HOMO (spin up / spin down) (eV) = -10.085 / -10.846
- maximum force (Eh/bohr) = 0.020
- spin multiplicity = 2
- net charge = +1

=====

Result set for energy relative to the best compared isomer or geometry (same formula, charge and spin): 0.00, 0.00, 22.60 kcal/mol, one per record in the order listed.